A | # C4H9N2OP

A cluster of 2 separate species, C4H9N2OP in total (wB97M-V/def2-TZVPD, OMol25).

ORCA input file:
```
! wB97M-V def2-TZVPD RIJCOSX def2/J DEFGRID3
* xyz 0 1
C -1.4906 1.7555 1.1438
C 0.5719 0.1636 -2.1140
C -0.3154 -1.5136 0.3490
C 0.9139 -0.7388 0.6325
N 0.8462 0.5984 0.2003
N 0.3306 0.9310 -1.0495
O 1.2962 -0.8200 -2.2342
P -1.9497 1.6980 -0.4476
H -2.2466 1.8947 1.9562
H -0.4090 1.6257 1.3482
H -0.2323 0.4785 -2.8757
H -0.2282 -2.5978 0.5906
H -1.1345 -0.9858 0.6984
H -0.3269 -1.6034 -0.8368
H 0.9283 -0.7396 1.8017
H 1.8231 -1.3947 0.3417
H 1.6229 1.2482 0.4954
*
```

Output
HOMO-LUMO gap (spin up / spin down): 7.522 / 7.523 eV
LUMO level (spin up / spin down): -0.038 / -0.038 hartree
HOMO level (spin up / spin down): -8.564 / -8.564 eV

***

B | # C4H9N2OP

The molecule C4H9N2OP (wB97M-V/def2-TZVPD, OMol25).

ORCA input file:
```
! wB97M-V def2-TZVPD RIJCOSX def2/J DEFGRID3
* xyz 0 1
C -1.8511 0.5221 0.7965
C -0.5821 -0.0506 0.1318
O -0.7868 -1.3408 -0.3556
N -0.2357 -1.8658 -1.6223
N 1.1169 -2.1885 -1.5528
P 1.9686 -0.6703 -0.6858
C 0.5817 0.6112 0.1093
C 0.8717 1.9221 0.7150
H -2.0623 -0.1353 1.6955
H -1.8046 1.5588 0.8683
H -2.6778 0.3977 0.2638
H -0.5552 -1.1648 -2.3084
H 1.0905 -3.0508 -1.0151
H 1.9645 -1.3438 0.4944
H 1.1399 1.7927 1.6642
H 0.0784 2.5238 0.7131
H 1.7433 2.4822 0.0882
*
```

Output
HOMO-LUMO gap: 9.453 eV
LUMO level: 0.031 hartree
HOMO level: -8.611 eV

***

Which of them is least stable? Easy: B.

***

A | # C4H12O3

A cluster of 4 separate species, C4H12O3 in total (wB97M-V/def2-TZVPD, OMol25).

ORCA input file:
```
! wB97M-V def2-TZVPD RIJCOSX def2/J DEFGRID3
* xyz 0 1
C 0.5441 -0.2805 -3.5277
C -0.1849 0.2209 -2.4795
C -0.0926 -0.1579 -1.0623
C -0.2831 0.7139 -0.0552
H 1.0543 -1.2714 -3.4303
H 0.4358 0.2275 -4.4858
H -0.8410 1.1037 -2.5920
H -0.1376 -1.3273 -0.9833
H -0.5493 0.6892 0.9437
H -0.5558 1.7799 -0.4432
O -1.7490 -2.8553 0.9136
H -0.9410 -2.5862 0.3929
H -1.4571 -2.8974 1.9142
O 0.3776 -0.5644 2.8250
H -0.4919 -0.4567 2.4177
H 0.9495 0.2898 2.6265
O 1.2562 2.0906 2.3121
H 1.1453 2.6556 3.1164
H 1.5204 2.6260 1.5975
*
```

Output
HOMO-LUMO gap: 9.598 eV
LUMO level: 0.015 hartree
HOMO level: -9.202 eV

***

B | # C4H12O3

A cluster of 3 separate species, C4H12O3 in total (wB97M-V/def2-TZVPD, OMol25).

ORCA input file:
```
! wB97M-V def2-TZVPD RIJCOSX def2/J DEFGRID3
* xyz 0 1
C -1.0663 1.7835 -0.8744
C -0.6841 0.3002 -0.6363
C -1.3281 -0.7456 -1.5335
C -0.8296 -0.1057 0.8201
O -0.4913 0.6437 1.7096
H -0.4010 2.2774 -1.5739
H -1.0296 2.3134 0.0717
H -2.0687 1.7088 -1.3056
H 0.4080 0.2352 -0.7615
H -0.7672 -0.8608 -2.4770
H -2.3577 -0.4805 -1.7528
H -1.2208 -1.7960 -1.2470
H -1.3294 -1.0587 1.0652
O 2.3155 -1.4474 0.1926
H 3.0849 -1.6906 -0.3187
H 2.6691 -1.2924 1.0842
O 2.0914 -0.0764 2.5966
H 1.2629 -0.5495 2.4767
H 1.7421 0.8415 2.4639
*
```

Output
HOMO-LUMO gap: 10.768 eV
LUMO level: 0.028 hartree
HOMO level: -10.013 eV

***

Which of them is least stable? Easy: A.

***

A | # C4H12O3

A cluster of 4 separate species, C4H12O3 in total (wB97M-V/def2-TZVPD, OMol25).

ORCA input file:
```
! wB97M-V def2-TZVPD RIJCOSX def2/J DEFGRID3
* xyz 0 1
C 0.0233 -0.6420 1.5095
C -2.5383 0.2478 -1.0330
O 1.2562 -1.0431 -1.3039
C -1.4575 -0.2016 -0.3651
C -1.2429 -0.1408 1.0149
H -0.1739 -1.6718 1.8695
H 0.7268 -0.7220 0.6826
H 0.4928 -0.0430 2.2860
H -2.5016 0.4069 -2.1006
H -3.4195 0.5997 -0.4926
H 1.7534 -1.6463 -1.8570
H -0.6111 -0.5438 -0.9615
H -2.0133 0.2565 1.6576
H -0.1088 1.5442 0.1070
H 1.3786 1.2652 -0.2812
O 0.5695 1.8360 -0.4969
H 3.3821 0.6661 0.1148
H 1.9625 -0.4757 -0.6824
O 2.5217 0.3078 0.3321
*
```

Output
HOMO-LUMO gap: 4.976 eV
LUMO level: -0.121 hartree
HOMO level: -8.260 eV

***

B | # C4H12O3

A cluster of 2 separate species, C4H12O3 in total (wB97M-V/def2-TZVPD, OMol25).

ORCA input file:
```
! wB97M-V def2-TZVPD RIJCOSX def2/J DEFGRID3
* xyz 0 1
O -1.3549 0.4156 -1.2541
C -0.1639 0.0316 -1.9407
C 0.7863 1.1988 -2.1085
O 1.2048 1.7236 -0.8488
H -1.1422 0.4301 -0.2976
H 0.3459 -0.7973 -1.4131
H -0.4767 -0.3435 -2.9341
H 1.7019 0.8649 -2.6336
H 0.3122 1.9858 -2.7260
H 0.4849 2.3057 -0.5274
C -0.8967 -1.3118 2.4378
C 0.3025 -0.8848 1.6219
O 0.0117 0.4044 1.0750
H -1.7945 -1.3643 1.7993
H -1.0839 -0.5888 3.2495
H -0.7241 -2.3054 2.8845
H 1.2061 -0.8408 2.2597
H 0.4970 -1.6146 0.8125
H 0.7837 0.6907 0.5436
*
```

Output
HOMO-LUMO gap: 10.930 eV
LUMO level: 0.033 hartree
HOMO level: -10.029 eV

***

C | # C4H12O3

A cluster of 2 separate species, C4H12O3 in total (wB97M-V/def2-TZVPD, OMol25).

ORCA input file:
```
! wB97M-V def2-TZVPD RIJCOSX def2/J DEFGRID3
* xyz 0 1
C -0.2525 2.8477 0.8554
C 0.7394 1.7571 0.3279
O 0.4386 0.5013 0.9042
C -0.6724 -0.1007 0.2850
O -0.2662 -0.4098 -1.0452
C -1.2729 -1.1183 -1.7090
H -0.2701 2.9797 1.9298
H -0.0494 3.8532 0.4462
H -1.3128 2.6097 0.5992
H 1.7436 1.9836 0.7077
H 0.7620 1.6864 -0.7320
H -1.5848 0.5467 0.3790
H -0.9164 -1.0555 0.8813
H -1.4914 -2.1093 -1.2028
H -0.9697 -1.2168 -2.7827
H -2.2520 -0.6085 -1.7223
O 1.3411 -2.9187 0.5096
H 1.0648 -2.6364 -0.3754
H 1.9195 -3.7305 0.3678
*
```

Output
HOMO-LUMO gap: 10.851 eV
LUMO level: 0.030 hartree
HOMO level: -10.027 eV

***

D | # C4H12O3

A cluster of 2 separate species, C4H12O3 in total (wB97M-V/def2-TZVPD, OMol25).

ORCA input file:
```
! wB97M-V def2-TZVPD RIJCOSX def2/J DEFGRID3
* xyz 0 1
O 1.8615 0.9903 0.8332
C 0.6232 0.6777 0.2559
C 0.6830 -0.4454 -0.7273
C -0.7328 -1.0841 -0.8663
C -1.7501 -0.2200 -1.5873
O -1.3880 -0.2947 -2.9749
H 2.0324 1.9070 1.0151
H 0.0371 1.5139 -0.1652
H -0.0986 0.4640 1.0704
H 0.9093 -0.1768 -1.7648
H 1.3964 -1.2156 -0.4429
H -0.6002 -2.0013 -1.4408
H -1.1140 -1.3983 0.1087
H -2.7593 -0.6159 -1.4209
H -1.8504 0.8322 -1.3158
H -2.1384 -0.3187 -3.5598
O 1.3359 0.7678 4.2197
H 2.0729 0.3712 3.7252
H 1.4800 0.2467 5.0379
*
```

Output
HOMO-LUMO gap: 10.836 eV
LUMO level: 0.030 hartree
HOMO level: -10.011 eV

***

Which of them is least stable? Easy: A.

***

A | # C4H12O3

A cluster of 2 separate species, C4H12O3 in total (wB97M-V/def2-TZVPD, OMol25).

ORCA input file:
```
! wB97M-V def2-TZVPD RIJCOSX def2/J DEFGRID3
* xyz 0 1
O 1.0014 -1.7379 1.8258
C 0.0173 -0.9572 1.1604
C 0.1810 -1.1200 -0.3516
C -1.1045 -0.7291 -1.0876
C -0.7243 0.6759 -1.6605
O 0.3295 0.7612 -2.5829
H 1.1022 -1.8201 2.7684
H -0.0755 0.0872 1.4652
H -0.9393 -1.4044 1.4165
H 1.1252 -0.5585 -0.6899
H 0.5449 -2.1205 -0.3970
H -1.3071 -1.4416 -1.9036
H -1.8376 -0.6375 -0.2806
H -1.5598 1.2908 -1.9959
H -0.5027 1.3189 -0.8312
H 0.5535 -0.1614 -2.7509
O 1.1142 2.4504 2.0503
H 1.6633 3.0108 1.4589
H 0.4185 3.0932 2.3861
*
```

Output
HOMO-LUMO gap: 10.500 eV
LUMO level: 0.024 hartree
HOMO level: -9.837 eV

***

B | # C4H12O3

A cluster of 3 separate species, C4H12O3 in total (wB97M-V/def2-TZVPD, OMol25).

ORCA input file:
```
! wB97M-V def2-TZVPD RIJCOSX def2/J DEFGRID3
* xyz 0 1
C -0.3189 1.2297 2.2276
C -1.2093 0.5742 1.2184
C -0.7518 -0.2573 0.2397
C -1.6652 -0.6673 -0.8756
O 0.2635 -1.1439 0.5729
H -0.7981 1.4932 3.1666
H 0.1207 2.1656 1.8777
H 0.5481 0.6406 2.5281
H -2.2741 0.4357 1.3926
H -2.3834 -1.3587 -0.4025
H -1.1320 -1.1342 -1.7086
H -2.2003 0.2116 -1.2214
H 0.4424 -1.1091 1.5130
O 2.8288 -0.0146 -0.3659
H 2.1337 -0.6466 -0.1422
H 2.4608 0.8346 -0.0699
O 1.1007 -0.3841 -3.6545
H 1.2474 0.2706 -2.9575
H 1.5868 -1.1400 -3.3386
*
```

Output
HOMO-LUMO gap: 8.727 eV
LUMO level: 0.012 hartree
HOMO level: -8.399 eV

***

Which of them is least stable? Easy: B.